# C5H10N4

An isolated molecule of C5H10N4 at a distorted geometry (ωB97M-V/def2-TZVPD, the OMol25 dataset).

Last column: natural (NBO) charge in e.
Geometry (Å):
C: -1.41201 1.25939 0.68156  0.18
N: -0.22625 1.24151 1.24344  -0.29
N: 0.87850 0.44904 1.18858  -0.27
C: 1.82850 1.07289 0.15945  -0.21
C: 1.80231 -0.23257 -0.72917  -0.51
C: 0.79464 -0.80300 0.21796  -0.08
C: -0.51603 -1.04585 -0.61548  -0.26
N: -1.76741 -0.87242 0.01506  -0.54
N: -2.39196 0.40686 0.10739  -0.47
H: -2.04319 2.05159 0.78903  0.17
H: 1.01184 2.05457 -0.23229  0.22
H: 2.98867 1.33049 0.65381  0.22
H: 1.59292 -0.47383 -1.86628  0.24
H: 2.68415 -0.58189 -0.23444  0.23
H: 1.06024 -1.66154 1.06534  0.22
H: -0.22968 -2.11463 -1.14477  0.23
H: -0.53915 -0.36347 -1.56155  0.17
H: -2.26656 -1.72536 -0.48416  0.37
H: -3.24953 0.00821 0.74650  0.41

The SMILES is C1=NN2CC[C@@H]2CNN1. The calculation puts the maximum force at 6.762 eV/Å. The relative energy (zero: lowest compared OMol25 entry of this formula, charge and spin) comes out at 214.32 kcal/mol. The calculation puts the electronic energy at -11298.584 eV.